No. 1
{"formula": "C15H45KO20P5", "method": "the ωB97M-V functional and the def2-TZVPD basis", "fmax_ev_per_a": 4.70, "charge": 2, "lumo_ev": [-4.625, -11.926], "spin_multiplicity": 2, "energy_ha": -4409.8857, "gap_ha": [0.382, 0.114], "homo_ev": [-15.02, -15.02], "de_lowest_kj_mol": 0.0, "species": ["O", "H", "H", "H", "C", "C", "O", "O", "H", "H", "C", "O", "H", "C", "H", "H", "H", "P", "O", "H", "H", "H", "C", "H", "H", "H", "C", "H", "C", "H", "H", "O", "H", "O", "O", "O", "H", "C", "P", "O", "O", "P", "H", "H", "H", "O", "H", "O", "H", "H", "P", "H", "H", "H", "H", "H", "H", "O", "K", "H", "H", "H", "H", "H", "H", "C", "C", "H", "O", "O", "C", "O", "H", "C", "C", "H", "C", "H", "P", "O", "O", "O", "H", "H", "H", "C"], "xyz": [[5.0518, -1.9200, -0.8192], [0.5390, 0.8962, -4.8213], [3.4607, 0.4474, -4.2942], [0.5506, 0.7234, 4.5778], [1.1875, 0.2166, 5.3029], [3.9437, 1.7457, -0.4116], [4.3700, -0.4003, -2.7053], [-0.4459, -0.0100, -1.9992], [0.9389, 0.8025, 6.1878], [2.2296, 3.3394, 1.9874], [-0.1474, 0.1232, -5.1670], [-1.4286, 4.6283, 1.8758], [0.2858, -4.2037, -2.5342], [-3.1035, 1.2001, 2.7203], [-3.9521, -3.8932, 1.8142], [-3.8227, -2.3576, -3.8248], [-1.1676, 0.5021, -5.2267], [-0.9231, -1.0367, -2.9583], [-0.0843, -1.0499, -4.3414], [-5.8637, -0.8947, -2.4795], [-3.5498, 1.0564, 3.7043], [4.9303, 1.2223, 5.3690], [1.9661, 3.3414, 3.0451], [6.8170, -1.6689, -1.9335], [-3.4282, 2.3891, -1.6736], [-3.6480, 0.6828, 1.9303], [0.1669, -3.2352, -2.0484], [0.6883, -0.7519, 5.3313], [-3.3827, 2.2430, -0.5944], [3.0300, 1.7375, -1.0058], [-2.2768, -4.3957, -1.5010], [-2.2465, -1.2088, 0.4137], [-4.3880, 2.0379, -0.2265], [2.8058, 2.5194, 3.7729], [2.5568, -1.2553, -0.9311], [-0.9790, -2.5853, -2.4866], [0.1425, -3.4112, -0.9730], [-0.6266, 5.4071, 1.0157], [-3.6168, -1.7377, 0.0147], [4.5805, 0.6718, 3.4254], [-0.6606, 2.1227, 1.1300], [3.9754, -0.7894, -1.1559], [-2.7916, 1.3424, -0.4284], [-3.4011, -1.2634, -5.2240], [-2.3181, -2.5716, -4.6155], [-4.4022, -0.7576, -0.9911], [-0.7880, 5.2571, -0.0518], [-2.7430, 3.3409, 0.0650], [4.6109, 2.2493, -1.1111], [6.0345, -0.0643, 4.7171], [-1.8027, 3.1111, 1.3398], [7.0325, -2.1180, -0.2068], [2.4349, -0.7293, -3.5257], [-3.9228, -2.5696, 2.9466], [-3.1255, -4.9912, -0.1929], [6.6615, -0.5647, -0.6681], [1.0312, -2.6361, -2.3350], [2.6137, 0.3098, 4.9686], [0.3769, -0.5752, 0.5996], [6.1878, 1.6119, 4.2243], [-0.7260, 6.4517, 1.3108], [2.1514, 4.3093, 3.5108], [-2.1142, 0.7434, 2.7498], [0.9200, 3.1150, 3.2514], [-5.4152, -3.4513, 2.5995], [-4.5165, -3.0247, 2.1539], [-5.7466, -1.0010, -1.4011], [-6.4511, -0.2678, -1.0086], [2.1824, 0.4494, 2.3411], [-2.8577, 2.5708, 2.4310], [6.4057, -1.5921, -0.9270], [4.4390, 0.4388, -0.1755], [-6.0797, -2.0241, -1.2263], [-3.0432, -1.8031, -4.3473], [3.4737, -0.5093, -3.7720], [3.7876, -1.2926, -4.4619], [-2.6393, -4.0738, -0.5247], [-1.8603, -3.8276, 0.1969], [2.9902, 0.9289, 3.5001], [-4.7459, -2.0261, 1.1470], [-3.6269, -3.1102, -0.8171], [-2.4210, -0.8273, -3.5701], [0.0976, -0.0306, -6.2179], [3.7347, 2.1914, 0.5610], [0.4289, 5.1892, 1.1785], [5.4681, 0.8414, 4.5007]]}


No. 2
{"formula": "C9H17N3O4", "method": "the ωB97M-V functional and the def2-TZVPD basis", "fmax_ev_per_a": 2.29, "lumo_ev": 0.151, "spin_multiplicity": 1, "energy_ha": -818.4111, "gap_ha": 0.367, "smiles": "CC(C)[C@H](NC(=O)[C@@H](N)CC(N)=O)C(=O)O", "homo_ev": -9.83, "de_lowest_kj_mol": 38.0, "species": ["H", "C", "H", "H", "N", "N", "C", "C", "O", "C", "H", "H", "H", "H", "H", "C", "O", "H", "H", "C", "O", "C", "H", "H", "H", "O", "C", "H", "H", "N", "C", "H", "H"], "xyz": [[1.2792, -1.7947, -1.4726], [1.6929, 0.3392, 0.2498], [-2.0207, -0.5843, -0.8394], [1.7754, -0.3067, 1.1564], [0.3161, 0.1884, -0.1693], [-4.7034, 0.0497, -0.4268], [-1.9640, -0.5105, 0.2290], [1.9459, 1.7824, 0.6751], [1.6131, 2.7488, -0.2463], [2.3055, -1.6889, -1.0464], [-2.8788, 0.9298, 1.5719], [-2.1097, -1.8019, 1.7462], [-2.0136, 1.6875, 0.2119], [4.3068, -0.9924, 0.4745], [2.9773, -2.2029, -1.7455], [-2.6100, 0.8276, 0.5239], [-4.1926, 2.2592, -0.5574], [2.7113, 0.4109, -1.6995], [-2.7854, -2.4230, 0.3543], [4.0559, -0.1570, -0.2002], [2.5823, 2.1454, 1.6342], [2.6585, -0.2074, -0.7780], [4.1532, 0.7421, 0.4355], [2.2942, -2.2348, -0.0940], [-0.0509, 0.8000, -0.8751], [-0.2212, -0.9169, 1.8301], [-3.8778, 1.1325, -0.2139], [4.8417, -0.0548, -0.9497], [1.2462, 2.3157, -1.0453], [-2.6963, -1.5929, 0.9057], [-0.5277, -0.4608, 0.7286], [-5.6858, 0.2985, -0.5529], [-4.4177, -0.7278, 0.1853]]}


No. 3
{"formula": "C37H36Br4GdN7O3Si", "method": "the ωB97M-V functional and the def2-TZVPD basis", "fmax_ev_per_a": 3.43, "charge": 2, "lumo_ev": [-5.692, -7.345], "spin_multiplicity": 8, "energy_ha": -13391.3942, "gap_ha": [0.260, 0.195], "homo_ev": [-12.78, -12.66], "species": ["Br", "C", "H", "C", "C", "O", "N", "H", "C", "C", "C", "C", "N", "Br", "C", "H", "H", "H", "C", "H", "C", "H", "H", "H", "C", "Br", "H", "H", "H", "Br", "N", "N", "H", "H", "H", "H", "O", "C", "H", "C", "H", "C", "H", "H", "Gd", "N", "C", "H", "C", "H", "H", "C", "C", "H", "C", "C", "H", "C", "H", "C", "H", "C", "C", "H", "C", "C", "N", "C", "Si", "C", "H", "C", "C", "C", "N", "C", "O", "H", "C", "H", "C", "H", "H", "H", "H", "C", "H", "C", "C"], "xyz": [[-4.0449, 0.8213, 5.6137], [3.0421, 1.1145, -1.2098], [-5.4420, 0.2532, -0.7342], [2.5895, 2.2157, -0.2280], [5.2386, -0.5156, 1.5700], [-0.6430, 0.2146, -2.9040], [1.3525, 2.0158, 0.3596], [-3.9924, 0.8616, -3.5801], [5.2575, 0.3716, 2.6636], [1.9206, -4.6450, 1.7512], [-1.7081, 0.4155, 3.9922], [4.3149, 1.0680, -1.6629], [-1.6504, 0.4945, 1.6357], [6.3787, 0.1387, -3.2713], [2.5515, -0.9457, -2.0794], [1.9981, 0.5654, 3.4029], [6.2170, 0.7752, 2.9949], [4.2112, 1.2977, 4.2702], [0.9018, 2.9344, 1.2111], [2.7037, -5.3220, 2.1703], [-3.2406, -0.2231, -1.9400], [-0.9991, 3.6513, -1.6919], [-3.2246, -1.1161, -2.5516], [-5.5529, 1.1792, 0.7941], [0.2049, -2.7626, 0.5082], [-3.4220, 3.7688, -2.5448], [-2.2706, -3.0467, -2.1456], [-0.9547, -4.4246, -0.0856], [-1.7781, -0.9486, -4.6881], [4.0249, 5.6424, 1.5720], [-2.8810, -0.3401, -0.6052], [2.1809, 0.1144, -1.3269], [-4.2635, -2.1939, 1.4381], [-4.7524, 0.9102, 2.7907], [-1.0095, -0.4444, -6.2269], [-3.0765, -3.5142, 1.7490], [1.5268, -0.9609, 1.3534], [-3.5772, 0.6611, 0.2434], [-0.0226, 0.1012, 2.7856], [0.7838, -5.0387, 1.0210], [1.8568, -1.8147, -2.1041], [1.6390, 4.0379, 1.6789], [-2.8170, -1.9189, 2.5805], [4.3352, 3.3782, -0.4611], [-0.2149, 0.3299, -0.4778], [-0.6259, -1.7501, 0.0079], [-3.7515, 0.9093, -2.5452], [1.2967, 4.8985, 2.3719], [2.1227, -3.3058, 1.9367], [6.0726, -0.8713, 1.0921], [4.0648, -1.8563, -3.3363], [4.7024, 0.0146, -2.4756], [-3.5536, 2.0829, -1.7559], [3.8637, -1.5264, 0.2938], [-1.7282, -0.1518, -5.3995], [-2.9853, 0.5747, 1.5848], [-1.1041, 0.5254, 4.8879], [4.1566, 0.7471, 3.3242], [0.5686, 3.3260, -1.9349], [-0.0391, -4.1110, 0.4594], [4.9683, 1.9577, -1.5246], [3.9981, -0.9464, 1.1456], [2.9149, 0.2960, 2.9035], [-5.1475, -0.4615, 0.8575], [3.4023, 3.2676, 0.1464], [1.3178, -2.4055, 1.2561], [-0.5633, 2.4720, -3.2636], [-5.0381, 0.4351, 0.3019], [-2.3483, -2.0123, -0.0168], [3.8183, -1.0357, -2.7142], [-3.0332, 2.8342, 0.1423], [-3.0666, 0.6535, 4.0146], [2.8214, -0.5111, 1.7709], [-0.8707, 1.2273, -3.6065], [-0.3503, 2.9230, -1.9443], [-3.1746, -2.4182, 1.6123], [-1.3732, 1.1200, -4.8099], [-0.0804, 2.8333, 1.6143], [-1.0545, 0.3358, 2.8211], [-2.7628, -0.0590, -5.7370], [-2.9281, -3.0784, -1.3101], [2.8851, -3.0314, 2.6805], [-0.6990, 3.1302, -4.0173], [-3.8995, -2.7916, -1.7159], [0.5004, -6.0932, 0.8075], [2.9356, 4.1373, 1.1239], [-2.9410, -4.1153, -1.0262], [-3.3075, 1.9803, -0.4520], [-3.6761, 0.6939, 2.7979]]}


No. 4
{"formula": "C20H30BrCl2F3N3O5PS2", "method": "the ωB97M-V functional and the def2-TZVPD basis", "fmax_ev_per_a": 4.90, "lumo_ev": -2.740, "spin_multiplicity": 1, "energy_ha": -6251.7887, "gap_ha": 0.215, "homo_ev": -8.59, "species": ["C", "S", "C", "H", "C", "C", "P", "C", "H", "H", "N", "H", "C", "F", "H", "H", "H", "C", "C", "S", "H", "Br", "O", "H", "H", "H", "H", "F", "H", "C", "Cl", "H", "H", "H", "N", "F", "H", "C", "C", "N", "C", "C", "H", "C", "H", "C", "C", "H", "C", "O", "H", "O", "H", "O", "H", "C", "H", "C", "H", "H", "H", "H", "H", "Cl", "O", "H", "C"], "xyz": [[-3.9372, -1.5314, -2.4125], [-3.4072, -0.1576, -7.8425], [0.7994, -2.6940, 4.0353], [1.1749, -3.9308, 6.0472], [3.4198, 1.8297, -0.0845], [-0.9001, 1.8708, 0.3544], [2.8596, 0.1306, 0.5287], [3.2031, -1.1663, -0.8078], [1.9960, -0.2241, 4.6916], [-1.1724, 3.8116, 2.5827], [-3.1478, 1.2652, -7.2214], [-1.4891, 1.8175, 1.3470], [-0.0986, 0.5071, 0.0677], [-2.3812, 2.7250, -5.4547], [3.0317, -0.6549, -1.8251], [2.5635, -2.1142, -0.7251], [-0.4548, 5.4543, 0.4519], [2.8871, -4.4136, 4.5795], [1.7302, 1.4317, 3.0827], [-2.5687, 1.1667, -5.7642], [-2.3228, 0.0778, -2.3337], [0.5029, 0.8353, -1.8356], [-3.6453, -0.1296, -9.2688], [1.2095, 2.0925, 3.8817], [-1.8018, 4.3981, -0.2177], [-3.8691, 0.4616, -1.4260], [-2.6398, 4.1800, 1.7867], [-3.1878, -0.1603, 0.8324], [-4.1370, -2.4531, -1.7585], [2.6622, -3.1869, 2.2085], [-0.1841, -1.5767, -1.6878], [3.3540, -0.2130, 3.3298], [-3.4149, -1.8970, -3.3586], [3.0858, -3.0430, 1.1625], [-1.6628, 4.4629, 1.9558], [-1.9794, -0.8646, -7.7780], [-2.8553, -1.9892, -0.1094], [-3.0940, -0.3758, -1.6260], [-0.0008, 3.1964, 0.3799], [-0.3697, -1.9176, 0.8740], [2.6252, 0.3928, 3.9665], [-0.9175, -0.8994, -0.1031], [2.5574, 2.4398, -0.5163], [1.3672, -2.4210, 2.5895], [4.4003, -4.6551, 2.7852], [1.5666, -3.6780, 4.9920], [-1.0070, 4.4556, 0.6104], [-1.7072, 2.0050, -0.4666], [1.0757, 0.1042, 1.1514], [0.6583, 0.7987, 2.3390], [-0.1721, -2.1964, 4.3947], [-3.4800, 0.7957, -4.7020], [2.3769, 2.1616, 2.4766], [-1.2020, 0.7051, -5.6221], [3.9664, 2.3731, 0.7739], [3.4406, -4.1516, 3.1558], [-4.9773, -1.1490, -2.7394], [-2.5154, -0.8862, -0.2175], [4.3136, -1.4285, -0.7520], [0.5620, 3.4204, -0.5871], [0.7595, 3.2437, 1.2354], [3.4621, -5.1390, 5.2426], [3.2855, 1.0806, 4.6290], [-0.8805, -3.5225, 1.1833], [-4.2479, -1.0758, -7.1078], [4.2363, 1.6511, -0.8882], [0.6956, -1.4462, 1.5347]]}